[1]
ORCA calculation (ωB97M-V/def2-TZVPD) on 7 unconnected molecules or ions with the total composition C31H60BrI2O18.

Computed properties:
Charge: -1
E_LUMO: 1.825 eV
HOMO: -2.809 eV
Kohn-Sham gap: 0.17029 Eh

Positions of all 112 atoms, in Å:
1 C -0.559 -1.459 -6.860
2 C -1.487 -0.614 -5.951
3 C -1.909 -1.291 -4.609
4 Br -2.059 -3.288 -4.852
5 C -1.148 -0.901 -3.381
6 C 0.370 -0.921 -3.528
7 I 1.116 0.925 -2.580
8 C 1.139 -2.053 -2.788
9 C 0.496 -2.457 -1.472
10 I 1.566 -3.762 -4.034
11 H -1.150 -1.887 -7.669
12 H 0.182 -0.788 -7.312
13 H 0.008 -2.216 -6.326
14 H -0.989 0.319 -5.684
15 H -2.365 -0.399 -6.544
16 H -2.939 -1.000 -4.408
17 H -1.427 0.143 -3.221
18 H 0.750 -0.877 -4.559
19 H 2.127 -1.664 -2.545
20 H -0.453 -2.960 -1.644
21 H 0.291 -1.548 -0.902
22 H 1.200 -3.050 -0.882
23 C -5.228 5.831 -3.384
24 C -5.613 5.394 -4.782
25 O -4.628 4.528 -5.352
26 C -4.689 3.250 -4.944
27 O -5.502 2.804 -4.173
28 O -3.707 2.585 -5.528
29 C -3.592 1.198 -5.140
30 H -4.230 6.269 -3.384
31 H -5.939 6.567 -3.005
32 H -5.213 4.981 -2.703
33 H -5.664 6.259 -5.443
34 H -6.591 4.914 -4.794
35 H -4.548 0.689 -5.257
36 H -3.252 1.134 -4.109
37 H -2.845 0.731 -5.805
38 C 3.208 -3.622 4.906
39 C 3.694 -2.563 3.940
40 O 4.656 -3.096 3.016
41 C 4.141 -3.782 1.993
42 O 2.970 -3.967 1.787
43 O 5.147 -4.224 1.242
44 C 4.746 -5.054 0.145
45 H 4.053 -4.102 5.403
46 H 2.557 -3.179 5.660
47 H 2.651 -4.400 4.384
48 H 4.210 -1.772 4.483
49 H 2.865 -2.102 3.404
50 H 3.974 -4.579 -0.454
51 H 4.394 -6.017 0.514
52 H 5.627 -5.212 -0.471
53 C 4.363 4.702 5.291
54 C 3.964 4.362 3.872
55 O 4.997 3.628 3.197
56 C 5.053 2.328 3.480
57 O 4.320 1.731 4.227
58 O 6.070 1.798 2.801
59 C 6.279 0.409 3.060
60 H 5.325 5.217 5.302
61 H 3.615 5.343 5.756
62 H 4.468 3.801 5.895
63 H 3.824 5.274 3.294
64 H 3.026 3.809 3.840
65 H 5.363 -0.159 2.918
66 H 6.658 0.269 4.071
67 H 7.025 0.057 2.352
68 C 6.530 11.395 5.841
69 C 6.134 11.035 4.426
70 O 7.168 10.293 3.762
71 C 7.224 8.997 4.067
72 O 6.490 8.413 4.822
73 O 8.242 8.458 3.399
74 C 8.460 7.070 3.676
75 H 7.491 11.912 5.848
76 H 5.778 12.040 6.295
77 H 6.635 10.501 6.456
78 H 5.994 11.938 3.834
79 H 5.197 10.479 4.403
80 H 7.547 6.495 3.540
81 H 8.838 6.945 4.689
82 H 9.208 6.725 2.968
83 C -3.818 -5.765 -0.642
84 C -3.254 -7.074 -0.131
85 O -1.830 -7.008 0.027
86 C -1.405 -6.404 1.136
87 O -2.103 -5.944 2.005
88 O -0.074 -6.382 1.112
89 C 0.523 -5.689 2.212
90 H -3.305 -5.460 -1.556
91 H -4.884 -5.864 -0.850
92 H -3.681 -4.970 0.089
93 H -3.433 -7.868 -0.856
94 H -3.724 -7.374 0.806
95 H 0.148 -6.066 3.163
96 H 0.334 -4.621 2.125
97 H 1.591 -5.859 2.155
98 C -7.420 -2.237 -1.796
99 C -8.697 -2.243 -0.987
100 O -9.602 -3.270 -1.433
101 C -9.336 -4.497 -0.997
102 O -8.438 -4.817 -0.262
103 O -10.242 -5.330 -1.522
104 C -10.036 -6.701 -1.185
105 H -7.642 -2.169 -2.861
106 H -6.791 -1.394 -1.512
107 H -6.853 -3.155 -1.640
108 H -9.231 -1.304 -1.123
109 H -8.497 -2.356 0.078
110 H -9.948 -6.832 -0.109
111 H -9.145 -7.082 -1.684
112 H -10.906 -7.245 -1.542

[2]
ORCA calculation (ωB97M-V/def2-TZVPD) on 2 unconnected molecules or ions with the total composition C2H7N5.

Computed properties:
Charge: +2
Energy relative to the best compared isomer or geometry (same formula, charge and spin): 4.885 eV
E_LUMO (alpha / beta): -11.148 / -11.147 eV
HOMO (alpha / beta): -18.963 / -18.965 eV
Kohn-Sham gap (alpha / beta): 0.28720 / 0.28734 Eh

Positions of all 14 atoms, in Å:
1 C 1.158 -0.819 -0.519
2 C -0.857 1.198 -0.681
3 N 2.318 -0.438 -0.281
4 N 3.066 0.055 0.523
5 N 3.885 0.225 1.220
6 N -0.442 0.249 0.312
7 N -1.454 -0.690 0.789
8 H 0.886 -1.503 -1.192
9 H -1.501 0.770 -1.503
10 H -1.595 1.932 -0.229
11 H 0.039 1.733 -1.262
12 H -1.745 -1.516 0.207
13 H -2.357 -0.148 0.803
14 H -1.402 -1.048 1.813

[3]
ORCA calculation (ωB97M-V/def2-TZVPD) on a single C25H30N4O4 molecule.

Computed properties:
Energy relative to the best compared isomer or geometry (same formula, charge and spin): 1.949 eV
E_LUMO: 0.557 eV
HOMO: -7.937 eV
SMILES: COc1ccc(O)c(CN2CCC(n3nccc3NC(=O)CCOc3ccccc3)CC2)c1
Kohn-Sham gap: 0.31212 Eh

Positions of all 63 atoms, in Å:
1 C 2.973 5.461 -3.630
2 H 2.271 5.987 -2.974
3 O 2.363 4.373 -4.275
4 C 1.863 3.358 -3.509
5 C 1.904 3.312 -2.124
6 C 1.372 2.235 -1.421
7 C 0.774 1.187 -2.125
8 C 0.733 1.238 -3.517
9 C 1.271 2.302 -4.202
10 H 1.243 2.343 -5.279
11 H 0.270 0.419 -4.043
12 O 0.215 0.111 -1.513
13 H 0.231 0.286 -0.548
14 C 1.498 2.213 0.086
15 N 0.341 1.594 0.717
16 C -0.878 2.371 0.550
17 C -2.077 1.476 0.842
18 H -2.999 2.053 0.770
19 H -2.115 0.691 0.087
20 C -1.970 0.867 2.247
21 N -3.019 -0.097 2.472
22 C -3.343 -1.215 1.770
23 C -4.468 -1.753 2.363
24 C -4.746 -0.886 3.426
25 N -3.873 0.098 3.483
26 H -5.540 -0.946 4.143
27 H -4.999 -2.628 2.056
28 N -2.614 -1.643 0.669
29 C -3.061 -2.508 -0.284
30 O -4.168 -2.992 -0.307
31 C -1.993 -2.800 -1.330
32 C -0.804 -3.548 -0.725
33 O -0.012 -2.625 0.001
34 C 1.230 -3.020 0.411
35 C 1.667 -4.339 0.448
36 C 2.942 -4.629 0.904
37 C 3.790 -3.621 1.325
38 C 3.356 -2.306 1.284
39 C 2.089 -2.005 0.829
40 H 1.746 -0.985 0.773
41 H 4.013 -1.510 1.602
42 H 4.782 -3.857 1.679
43 H 3.271 -5.657 0.929
44 H 1.025 -5.146 0.131
45 H -0.204 -3.992 -1.530
46 H -1.161 -4.351 -0.065
47 H -2.444 -3.412 -2.110
48 H -1.628 -1.867 -1.766
49 H -1.646 -1.362 0.596
50 C -0.581 0.268 2.514
51 C 0.513 1.257 2.118
52 H 0.461 2.154 2.758
53 H 1.493 0.798 2.264
54 H -0.438 -0.653 1.948
55 H -0.494 0.022 3.574
56 H -2.153 1.655 2.987
57 H -0.883 3.247 1.221
58 H -0.929 2.731 -0.479
59 H 2.380 1.618 0.356
60 H 1.667 3.238 0.457
61 H 2.357 4.111 -1.558
62 H 3.848 5.149 -3.050
63 H 3.292 6.134 -4.425

| no. | maximum force (eV Å⁻¹) |
| --- | --- |
| 1 | 2.41 |
| 2 | 6.90 |
| 3 | 0.86 |